[1]
{
  "formula": "C22H33F3FeO22",
  "method": "ωB97M-V/def2-TZVPD",
  "species": ["Fe", "F", "F", "F", "O", "O", "O", "O", "O", "O", "O", "O", "O", "O", "O", "O", "O", "O", "O", "O", "O", "O", "O", "O", "O", "O", "C", "C", "C", "C", "C", "C", "C", "C", "C", "C", "C", "C", "C", "C", "C", "C", "C", "C", "C", "C", "C", "C", "H", "H", "H", "H", "H", "H", "H", "H", "H", "H", "H", "H", "H", "H", "H", "H", "H", "H", "H", "H", "H", "H", "H", "H", "H", "H", "H", "H", "H", "H", "H", "H", "H"],
  "positions_angstrom": [[-3.540258, 0.208706, 2.317830], [2.133469, 6.240385, -1.751237], [-3.274235, -0.714517, -1.624694], [4.110306, 1.234965, -4.504254], [3.739051, -2.954176, 5.475088], [-2.090942, -2.188952, -3.698521], [-1.244524, -1.654027, -1.727364], [-1.171659, -3.787932, -2.421651], [5.027703, 3.891793, -0.091997], [-2.286882, 1.114676, 0.739858], [0.341246, 2.195572, -2.539338], [-1.527594, -0.079920, 2.301067], [4.881084, -1.185795, 4.732605], [2.934104, -0.141336, -0.490608], [3.520562, 4.412601, -1.634840], [-5.223095, -1.037014, 2.724204], [2.196531, -2.138417, -0.827666], [2.977371, -1.576363, 3.847704], [2.868616, 4.217737, 0.469064], [-5.629307, 2.460725, -0.446735], [-3.775864, -1.660790, 1.367784], [2.477786, 1.738703, -3.022805], [4.308685, -1.886288, -0.106348], [-6.668961, 0.639310, -0.736682], [0.866178, 0.563510, -3.975866], [-4.987699, 0.713522, 0.783854], [3.906964, 4.189735, -0.381573], [-4.744640, 3.377961, 0.180191], [-1.487346, -2.650805, -2.594522], [-5.703129, 1.210271, -0.074138], [6.111055, -1.522332, 5.371324], [1.771059, -2.313188, 3.740887], [1.675925, 4.416077, -0.292218], [1.155048, 1.584358, -3.149310], [-6.936151, -0.741311, -0.492145], [-5.607848, -3.246232, 1.883432], [0.165670, 0.672215, 0.830025], [3.824634, 0.753635, 0.221880], [-2.008923, -0.522952, -2.129246], [-4.824506, -1.987448, 1.984450], [3.854352, -1.997682, 4.750511], [3.249644, -1.449039, -0.460546], [2.186271, 4.880039, -1.659174], [2.243112, -3.560200, -0.757069], [3.175651, 0.699008, -3.676887], [2.065570, -0.011243, -4.475418], [-2.006061, -0.741534, -3.629578], [-1.261893, 0.582339, 1.232295], [2.193439, -3.993080, 0.242023], [-7.619502, -1.135781, -1.237813], [3.119896, -3.914218, -1.293193], [3.705838, 0.072648, -2.960534], [-5.097186, -4.011506, 1.298623], [-5.698000, -3.695786, 2.872672], [1.645603, 4.522604, -2.528773], [-6.592712, -3.062734, 1.462873], [1.902229, -3.258719, 3.212254], [2.076677, -1.071526, -4.228327], [1.088476, 5.159864, 0.244300], [-5.996148, -1.280536, -0.642263], [3.343584, 1.728645, 0.194499], [0.784807, -0.216089, 0.919161], [4.707663, 0.951195, -0.384352], [1.346794, -2.533511, 4.718786], [-2.892874, -0.318942, -4.098192], [1.058310, -1.746074, 3.145211], [-1.050608, -0.574688, -4.122990], [6.702296, -0.615523, 5.405387], [2.165700, 0.160486, -5.544717], [0.205876, 1.018060, -0.206943], [-1.610313, 0.426839, -1.783144], [0.749911, 1.430766, 1.357663], [5.897097, -1.842822, 6.391451], [-5.273749, 3.774303, 1.046166], [-7.339965, -0.957275, 0.495245], [1.340219, -3.938053, -1.236390], [-3.780233, 2.958094, 0.471685], [6.620900, -2.342868, 4.873259], [-4.472673, 4.179495, -0.501206], [1.041779, 3.532252, -0.380691], [3.960738, 0.346127, 1.216650]],
  "atomic_forces_ev_per_a": [[-0.09, -1.84, -3.23], [0.43, 0.22, 0.13], [-0.09, 0.41, -0.01], [-0.21, 0.10, 0.05], [-0.30, -0.04, -0.26], [-0.30, 0.29, 0.28], [-0.07, 1.32, 1.08], [-0.07, 0.45, 0.17], [-0.69, 0.34, 0.11], [0.01, 0.49, -0.57], [-0.51, 0.56, 0.20], [-0.76, -0.50, 1.42], [0.60, 1.21, -0.97], [-0.48, 0.09, -0.25], [-0.99, 0.92, -1.30], [0.05, 0.75, 1.62], [-1.31, 0.03, -0.17], [-0.45, 0.42, -0.55], [-0.41, -0.21, -0.15], [-0.08, 0.13, -0.87], [1.27, -0.74, -0.59], [0.41, 0.15, 0.23], [0.06, -0.13, -0.07], [-0.39, -0.24, 0.05], [-0.15, 0.32, -0.09], [0.17, -0.42, 0.72], [1.68, -1.04, 0.75], [0.62, 0.28, 0.78], [0.19, -1.56, -0.66], [0.15, 1.18, 0.11], [-0.52, -0.48, 0.99], [-0.49, -0.58, -0.02], [-0.58, 0.56, 0.17], [0.28, -0.96, 0.03], [0.84, -1.12, -0.19], [0.75, -0.75, -0.15], [0.34, 0.84, -1.53], [-0.25, 0.15, -1.04], [0.61, -0.93, -0.74], [-0.28, 1.28, 0.23], [0.42, -1.01, 0.91], [0.98, 0.41, 0.90], [-0.21, -0.20, 0.51], [-0.10, -0.86, -0.54], [-0.04, -0.01, -0.67], [0.71, -0.36, 0.47], [-0.58, -0.84, -0.26], [-0.16, -0.35, 1.68], [0.45, 0.60, 0.28], [-0.16, 0.59, -0.12], [0.06, -0.14, 0.16], [-0.14, 0.15, 0.14], [0.05, 0.30, -0.28], [-0.25, 0.35, 0.14], [0.20, -0.45, 0.04], [-0.04, 0.13, 0.12], [0.37, -0.05, 0.13], [-0.18, -0.03, -0.24], [0.05, 0.25, -0.33], [-0.07, -0.08, 0.22], [-0.46, -0.22, 0.49], [-0.62, -0.41, 0.07], [0.46, -0.61, 0.46], [0.05, 0.08, 0.04], [0.28, 0.06, -0.23], [0.18, 0.38, 0.14], [-0.32, 1.09, 0.20], [0.04, 0.00, -0.24], [0.00, 0.03, 0.02], [0.04, -0.21, -0.05], [0.16, -0.20, 0.21], [-0.58, 0.15, 0.49], [0.08, 0.00, 0.03], [0.19, 0.18, 0.02], [0.04, 0.46, 0.11], [0.05, 0.35, -0.29], [-0.30, -0.46, 0.04], [-0.01, 0.11, -0.28], [-0.61, -0.08, -0.28], [0.49, -0.33, 0.02], [0.49, 0.29, 0.07]],
  "charge": 1,
  "mol_weight_g_mol": 762.323,
  "max_force_ev_per_a": 3.719,
  "multiplicity": 6,
  "homo_lumo_gap_ev": [8.113, 5.788]
}

[2]
{
  "formula": "C22H33F6MgN11P",
  "method": "ωB97M-V/def2-TZVPD",
  "species": ["P", "Mg", "F", "F", "F", "F", "F", "F", "N", "N", "N", "N", "N", "N", "N", "N", "N", "N", "N", "C", "C", "C", "C", "C", "C", "C", "C", "C", "C", "C", "C", "C", "C", "C", "C", "C", "C", "C", "C", "C", "C", "H", "H", "H", "H", "H", "H", "H", "H", "H", "H", "H", "H", "H", "H", "H", "H", "H", "H", "H", "H", "H", "H", "H", "H", "H", "H", "H", "H", "H", "H", "H", "H", "H"],
  "positions_angstrom": [[-18.270836, -10.332704, 3.945831], [-14.398378, -12.411498, 7.122834], [-18.776850, -11.665679, 4.816598], [-17.167574, -11.300429, 3.304831], [-19.573136, -9.592184, 4.575583], [-17.957798, -8.978769, 3.190546], [-19.292609, -10.698811, 2.712134], [-17.229691, -9.808163, 5.030971], [-16.986244, -12.578076, 0.187746], [-24.102687, -11.106204, 1.021188], [-23.706254, -8.305016, 5.987043], [-13.337233, -7.388326, -1.339426], [-15.958897, -13.823449, 7.343962], [-24.337407, -14.159905, 2.697143], [-15.470928, -10.699348, 7.784575], [-13.691207, -7.963836, 2.848929], [-18.661932, -12.634150, 8.814389], [-15.028308, -12.098915, 5.167050], [-20.395761, -12.749283, -1.477110], [-16.450973, -10.033370, 7.913584], [-23.623202, -11.053215, 2.083346], [-14.159494, -7.625502, 3.857902], [-14.913359, -9.178292, -0.084962], [-19.966504, -11.678199, -1.717568], [-20.596351, -11.309773, 7.644751], [-23.251447, -14.622089, 2.927369], [-16.754331, -14.593001, 7.593845], [-14.301139, -12.243242, 2.571550], [-21.390726, -7.376590, 5.307889], [-23.122855, -11.025432, 3.474513], [-18.025657, -12.680020, 0.703113], [-19.395065, -10.402894, -2.097720], [-14.686587, -12.202361, 3.995260], [-21.841559, -15.113550, 3.330362], [-22.672800, -7.893613, 5.676160], [-19.352334, -12.904061, 1.280641], [-14.810817, -7.184515, 5.142636], [-17.808670, -15.566107, 7.872490], [-17.576998, -9.099192, 7.920045], [-19.481302, -12.034242, 8.313372], [-14.039490, -8.136160, -0.816841], [-15.079343, -11.875531, 1.902757], [-14.701373, -8.104391, 5.717058], [-21.540928, -14.391404, 4.089458], [-23.588928, -11.868758, 3.984115], [-17.660568, -16.437946, 7.235272], [-20.473227, -10.227798, 7.692213], [-18.070261, -9.327163, 6.975153], [-18.398820, -10.231132, -1.690191], [-21.232232, -15.049354, 2.428864], [-20.006512, -9.563675, -1.766154], [-14.238383, -9.729209, 0.570020], [-22.053399, -11.235849, 3.465169], [-20.518294, -11.562459, 6.587319], [-20.129124, -12.166303, 1.079604], [-19.692990, -13.861364, 0.886154], [-15.769720, -8.752696, 0.438115], [-18.816081, -15.211143, 7.655180], [-21.485258, -11.733297, 8.112268], [-14.223300, -6.410264, 5.636049], [-14.170857, -13.274268, 2.242750], [-23.356748, -10.017465, 3.817126], [-19.063491, -10.256596, -3.125711], [-20.600431, -7.910671, 5.835432], [-19.298242, -13.052622, 2.359111], [-15.832251, -6.804038, 5.145605], [-21.781210, -16.126051, 3.729494], [-13.328339, -11.773559, 2.426092], [-21.269893, -6.328215, 5.580671], [-17.157444, -8.093739, 7.953640], [-15.376379, -9.851911, -0.806040], [-17.741931, -15.843334, 8.924528], [-21.274516, -7.497190, 4.230836], [-18.120317, -9.218515, 8.857413]],
  "atomic_forces_ev_per_a": [[-3.46, -0.57, -1.63], [-2.36, 0.55, -0.60], [0.70, 0.62, 0.11], [0.61, 0.60, -0.39], [0.36, 0.41, 1.54], [1.06, 0.34, -1.18], [0.67, -0.50, 0.32], [0.25, -0.67, 1.68], [-1.49, -0.03, 1.08], [1.11, 0.25, 2.00], [0.82, 0.20, -0.26], [-0.38, -0.35, 0.21], [2.01, 0.89, 0.15], [5.34, -2.31, 1.11], [-3.70, 2.12, 0.76], [-0.62, 0.27, 1.75], [1.70, -1.10, 0.93], [3.15, -0.95, -6.65], [1.23, 3.36, -0.68], [4.30, -2.30, -0.71], [-0.92, -0.43, -1.75], [-0.54, 0.69, -1.00], [0.86, 1.00, -1.27], [-1.02, -3.38, 0.00], [1.08, -0.94, 0.12], [-3.54, 1.12, -0.32], [-1.87, -0.90, 0.13], [0.00, -0.68, 0.40], [0.88, 0.38, -0.18], [-0.05, -0.23, -1.36], [1.05, 0.40, -0.81], [1.03, 1.13, 0.13], [-1.97, 0.94, 5.61], [-1.83, 1.04, -0.78], [-1.61, -0.42, 0.74], [-0.21, -1.08, 0.36], [1.28, -0.66, -0.36], [0.22, -0.22, -0.10], [0.99, -0.54, 0.47], [-1.95, 1.75, -1.33], [-1.11, -1.05, 0.91], [-0.20, 0.48, 0.28], [-0.50, 0.17, 0.56], [0.40, -0.11, -0.10], [-0.33, 0.46, 0.34], [0.24, -0.09, 0.13], [-0.29, -0.15, 0.44], [-0.56, 0.33, 0.17], [-0.07, -0.42, 1.00], [0.15, 0.09, 0.22], [-0.13, -0.14, -0.18], [-0.29, 0.10, 0.09], [0.14, 0.39, 0.03], [-0.27, -0.10, -0.06], [0.55, 0.06, -0.22], [-0.08, 0.05, -0.32], [0.48, 0.39, 0.26], [0.28, 0.51, 0.08], [-0.30, 0.61, -0.28], [0.29, -0.10, -0.20], [-0.05, -0.27, 0.34], [0.10, -0.36, 0.70], [-1.09, -0.55, -0.49], [-0.07, -0.17, -0.27], [0.31, 0.28, 0.00], [0.01, -0.49, -0.76], [-0.51, 0.12, -0.10], [-0.19, 0.39, 0.12], [-0.32, 0.05, -0.12], [0.00, 0.06, -0.35], [0.40, -0.09, -0.18], [-0.05, -0.05, -0.05], [0.30, 0.03, 0.08], [-0.41, -0.25, -0.31]],
  "charge": 1,
  "mol_weight_g_mol": 620.850,
  "max_force_ev_per_a": 7.420,
  "homo_lumo_gap_ev": 6.155
}

[3]
{
  "formula": "C22H33FIrN7O5",
  "method": "ωB97M-V/def2-TZVPD",
  "species": ["Ir", "F", "O", "O", "O", "O", "O", "N", "N", "N", "N", "N", "N", "N", "C", "C", "C", "C", "C", "C", "C", "C", "C", "C", "C", "C", "C", "C", "C", "C", "C", "C", "C", "C", "C", "C", "H", "H", "H", "H", "H", "H", "H", "H", "H", "H", "H", "H", "H", "H", "H", "H", "H", "H", "H", "H", "H", "H", "H", "H", "H", "H", "H", "H", "H", "H", "H", "H", "H"],
  "positions_angstrom": [[-2.061782, -0.729575, -0.666365], [2.532949, -5.834540, -0.383767], [0.814640, 2.234864, -0.239546], [-0.323186, -1.796383, -0.354734], [-1.003984, 1.000175, -0.280793], [-5.323519, 1.546572, -0.246296], [-3.873862, 0.051073, -1.035680], [-3.043667, -2.514512, -1.072362], [-2.757127, -0.482293, 1.325024], [3.405530, -0.523225, -1.446934], [-1.753258, -0.763096, -2.738000], [0.394385, 3.958164, 3.632728], [-1.756901, 3.577913, 4.369815], [-1.378085, 4.705599, 2.373826], [-3.166015, 3.245916, 4.150147], [4.704633, -0.124027, -2.077137], [-3.484950, 1.903524, 1.937547], [1.692079, -3.662136, -0.506706], [1.926120, -2.306409, -0.767413], [5.819976, -0.830828, -1.324094], [4.278116, -2.789577, -1.213627], [-3.461020, 1.900942, 3.469364], [4.897892, 1.375953, -2.147299], [3.206402, -1.876062, -1.148132], [-3.857841, 0.546330, 1.340873], [2.734881, -4.537683, -0.621691], [0.841915, -1.349619, -0.630773], [4.019348, -4.117177, -0.954877], [1.160911, 0.008117, -0.800327], [-4.420694, 0.773011, -0.082322], [0.267321, 1.146691, -0.424002], [-2.833424, -1.614107, -3.314017], [-0.928535, 4.073404, 3.449446], [2.438195, 0.347559, -1.226805], [5.683967, -2.332961, -1.506223], [-2.857452, -2.890340, -2.507126], [-2.686568, -3.265660, -0.487567], [6.781254, -0.483865, -1.700149], [-4.454791, 1.615196, 3.820990], [-2.366717, 4.866499, 2.284136], [-4.679245, 0.138671, 1.933980], [-2.680544, -1.793883, -4.376996], [-3.642681, 4.067396, 3.611382], [-1.991600, -0.197168, 1.931019], [2.656572, 1.388857, -1.401339], [-1.828809, 0.181575, -3.109349], [-3.623755, 3.239782, 5.136794], [4.660761, -0.530362, -3.092621], [-4.279840, 2.569697, 1.598378], [4.817208, -4.848700, -0.985781], [-3.112438, -1.356269, 1.697336], [4.142834, 1.877016, -2.751741], [4.926200, 1.828002, -1.154291], [0.713689, -4.003210, -0.204861], [1.013373, 4.485710, 3.039543], [-2.548755, 2.259421, 1.500823], [5.764982, -0.560710, -0.265768], [-3.634936, -3.575274, -2.840234], [5.948865, -2.609203, -2.530597], [-3.764729, -1.066782, -3.177054], [-1.896866, -3.403975, -2.577002], [-4.034419, -2.396088, -0.865457], [6.372512, -2.867042, -0.851479], [0.768844, 3.547360, 4.469747], [-0.783841, 4.746292, 1.576929], [-2.766200, 1.144329, 3.850679], [-0.838667, -1.117650, -3.011578], [-1.345095, 3.236831, 5.223616], [5.859443, 1.561953, -2.623208]],
  "atomic_forces_ev_per_a": [[0.15, -0.17, 0.15], [0.01, 0.00, 0.00], [-0.27, -0.31, 0.08], [-0.15, -0.10, 0.02], [-0.83, -0.37, -0.05], [-0.11, 0.03, 0.08], [0.04, 0.48, 0.08], [-0.04, -0.06, 0.07], [0.29, 0.03, -0.15], [0.08, -0.09, 0.03], [0.08, 0.00, 0.13], [-0.40, 0.18, -0.27], [0.08, -0.13, -0.37], [-0.33, -0.34, 0.51], [-0.26, 0.07, -0.02], [-0.05, -0.03, 0.02], [0.14, -0.03, 0.23], [0.03, -0.05, 0.00], [-0.04, 0.00, 0.01], [-0.01, -0.01, -0.01], [-0.01, -0.06, 0.00], [0.11, 0.00, -0.02], [0.03, 0.01, 0.01], [0.00, 0.08, -0.02], [-0.10, 0.08, -0.20], [-0.04, 0.03, 0.01], [0.17, 0.14, -0.11], [0.02, 0.01, 0.01], [-0.08, -0.39, 0.02], [0.16, -0.20, -0.11], [0.58, 1.17, 0.01], [-0.03, 0.07, 0.06], [0.41, -0.22, 0.69], [-0.09, -0.01, -0.02], [-0.01, 0.00, 0.01], [0.10, -0.01, 0.05], [-0.10, -0.03, 0.01], [0.00, -0.01, -0.01], [0.00, -0.11, -0.02], [0.08, 0.03, -0.30], [-0.07, -0.01, -0.07], [0.05, -0.07, 0.02], [-0.09, -0.05, 0.04], [0.00, 0.04, -0.03], [-0.04, 0.02, 0.04], [0.02, 0.02, 0.05], [0.02, 0.08, 0.02], [0.01, 0.04, -0.02], [0.03, 0.09, -0.01], [0.00, 0.00, 0.00], [0.05, 0.03, 0.13], [0.01, 0.00, 0.00], [-0.02, 0.00, 0.00], [-0.01, 0.01, -0.01], [0.12, -0.01, 0.12], [0.08, -0.10, -0.04], [0.01, 0.02, 0.00], [-0.03, 0.03, -0.01], [0.00, 0.02, -0.01], [-0.02, 0.01, -0.06], [-0.01, -0.01, -0.03], [-0.02, -0.02, -0.10], [0.01, -0.01, -0.01], [0.05, -0.07, -0.05], [0.18, 0.22, -0.68], [0.00, 0.05, 0.09], [0.00, 0.00, 0.00], [0.04, 0.02, -0.01], [0.00, 0.00, 0.01]],
  "charge": 2,
  "mol_weight_g_mol": 686.765,
  "max_force_ev_per_a": 1.301,
  "homo_lumo_gap_ev": 8.525
}

Computed values of energy (unit: Ha) for the preceding records, in sequence: -4076.5175 -2600.9358 -1821.5326.
Computed values of energy above the lowest of the compared OMol25 structures with the same formula, charge and spin (unit: kcal/mol) for the preceding records, in sequence: 0.0 110.5 2.8.